[1]
Here is a 2-piece molecular cluster, C4H9NO overall from OMol25. Energies are from wB97M-V/def2-TZVPD.

Each line ends with the Mulliken charge.
Cartesian coordinates (Å):
C (-1.422, 1.824, 0.743)  -0.568
C (-0.376, 2.544, 1.154)  0.154
N (0.933, 2.044, 1.198)  -0.486
H (-1.131, 0.845, 0.377)  -0.056
H (-2.456, 1.914, 1.038)  0.279
H (-0.396, 3.627, 1.266)  0.246
H (1.119, 1.264, 0.573)  0.183
H (1.602, 2.775, 1.005)  0.270
C (-0.333, -2.985, -1.144)  -0.854
C (0.296, -1.826, -1.025)  0.352
O (1.648, -1.642, -1.083)  -0.471
H (-1.355, -3.048, -0.790)  0.268
H (0.218, -3.912, -1.062)  0.279
H (-0.301, -0.968, -0.741)  0.117
H (1.953, -2.455, -1.509)  0.287

Output
LUMO = 0.904 eV
Total charge = 0
Gap between HOMO and LUMO = 9.3 eV



[2]
Here is C2CsF6NO4S2 as an isolated structure from OMol25. Energies are from wB97M-V/def2-TZVPD.

Each line ends with the Mulliken charge.
Cartesian coordinates (Å):
Cs (18.513, 14.981, -2.474)  1.045
C (22.790, 16.260, -3.800)  0.694
F (22.861, 15.692, -2.565)  -0.262
F (21.961, 17.298, -3.694)  -0.230
F (23.975, 16.691, -4.129)  -0.215
S (22.179, 14.952, -4.957)  1.035
O (23.375, 14.317, -5.388)  -0.649
O (21.228, 14.181, -4.182)  -0.627
N (21.532, 15.734, -6.186)  -0.505
S (19.973, 16.074, -6.075)  1.139
O (19.509, 16.492, -4.777)  -0.670
O (19.597, 16.877, -7.191)  -0.679
C (19.098, 14.463, -6.391)  0.603
F (19.882, 13.679, -7.132)  -0.233
F (18.824, 13.791, -5.235)  -0.224
F (17.956, 14.644, -7.017)  -0.222

Output
LUMO = -0.968 eV
Total charge = 0
Gap between HOMO and LUMO = 9.4 eV



[3]
Here is C2H2O3 in the gas phase from OMol25. Energies are from wB97M-V/def2-TZVPD.

Each line ends with the Mulliken charge.
Cartesian coordinates (Å):
C (-0.361, 0.307, 0.024)  0.621
C (1.085, -0.166, -0.254)  -0.014
O (-0.836, 1.308, -0.472)  -0.500
O (1.491, -1.223, 0.184)  -0.388
O (-1.186, -0.561, 0.768)  -0.407
H (1.808, 0.356, -0.980)  0.338
H (-2.000, -0.021, 0.730)  0.349

Output
LUMO = -0.742 eV
Total charge = 0
Gap between HOMO and LUMO = 10.0 eV



[4]
Here is C37H31AsF6MgP2Si as an isolated structure from OMol25. Energies are from wB97M-V/def2-TZVPD.

Each line ends with the Mulliken charge.
Cartesian coordinates (Å):
Mg (-0.553, -1.303, 0.932)  2.084
C (-3.760, 0.455, 2.184)  -1.275
Si (-2.136, 0.767, 1.349)  0.350
C (-2.374, 1.335, -0.434)  0.349
C (-2.972, 2.594, -0.571)  -0.794
C (-3.377, 3.068, -1.809)  -0.960
C (-3.213, 2.278, -2.938)  -0.823
C (-2.610, 1.036, -2.828)  -0.549
C (-2.156, 0.572, -1.592)  0.476
P (-1.266, -1.018, -1.501)  1.253
C (0.348, -0.799, -2.307)  0.578
C (0.605, 0.117, -3.324)  -0.545
C (1.877, 0.216, -3.865)  -0.566
C (2.903, -0.594, -3.397)  -0.646
C (2.654, -1.518, -2.392)  -0.671
C (1.381, -1.620, -1.852)  -0.461
C (-2.200, -2.162, -2.543)  0.378
C (-1.625, -2.796, -3.639)  -0.374
C (-2.374, -3.698, -4.384)  -0.781
C (-3.688, -3.968, -4.036)  -0.529
C (-4.264, -3.336, -2.940)  -0.691
C (-3.522, -2.440, -2.192)  -0.568
C (-1.027, 1.908, 2.334)  0.334
C (-1.634, 2.909, 3.103)  -0.605
C (-0.875, 3.866, 3.759)  -0.798
C (0.510, 3.839, 3.659)  -0.843
C (1.130, 2.843, 2.924)  -0.328
C (0.373, 1.866, 2.281)  -0.154
P (1.217, 0.554, 1.337)  1.145
C (2.235, 1.485, 0.161)  0.664
C (3.624, 1.519, 0.222)  -0.634
C (4.334, 2.320, -0.663)  -0.701
C (3.662, 3.093, -1.598)  -0.625
C (2.274, 3.065, -1.656)  -0.687
C (1.563, 2.257, -0.786)  -0.358
C (2.346, -0.305, 2.465)  0.442
C (3.157, -1.298, 1.910)  -0.433
C (3.968, -2.072, 2.722)  -0.745
C (3.961, -1.873, 4.097)  -0.600
C (3.146, -0.900, 4.654)  -0.759
C (2.337, -0.116, 3.843)  -0.832
H (-4.358, 1.371, 2.193)  0.415
H (-3.613, 0.121, 3.211)  0.384
H (-4.327, -0.307, 1.647)  0.422
H (-3.140, 3.213, 0.304)  0.429
H (-3.842, 4.042, -1.889)  0.431
H (-3.558, 2.626, -3.902)  0.444
H (-2.504, 0.414, -3.709)  0.563
H (-0.177, 0.772, -3.684)  0.364
H (2.072, 0.935, -4.649)  0.419
H (3.896, -0.505, -3.816)  0.402
H (3.448, -2.161, -2.033)  0.446
H (1.193, -2.365, -1.084)  0.611
H (-0.599, -2.591, -3.915)  0.423
H (-1.926, -4.190, -5.237)  0.426
H (-4.267, -4.673, -4.618)  0.401
H (-5.289, -3.549, -2.666)  0.425
H (-3.974, -1.954, -1.334)  0.403
H (-2.714, 2.950, 3.189)  0.384
H (-1.363, 4.636, 4.342)  0.455
H (1.106, 4.589, 4.162)  0.431
H (2.212, 2.822, 2.855)  0.515
H (4.156, 0.931, 0.959)  0.435
H (5.415, 2.346, -0.612)  0.459
H (4.219, 3.724, -2.278)  0.408
H (1.748, 3.671, -2.381)  0.486
H (0.478, 2.242, -0.833)  0.232
H (3.158, -1.464, 0.838)  0.444
H (4.595, -2.838, 2.286)  0.447
H (4.587, -2.484, 4.734)  0.424
H (3.133, -0.752, 5.725)  0.435
H (1.693, 0.628, 4.291)  0.414
F (0.202, -3.221, 1.064)  -0.648
As (-0.795, -3.599, 2.541)  2.085
F (-0.372, -1.869, 2.899)  -0.637
F (0.596, -4.111, 3.352)  -0.442
F (-1.816, -3.652, 3.884)  -0.466
F (-1.207, -5.110, 1.920)  -0.438
F (-2.046, -2.785, 1.557)  -0.550

Output
⟨S²⟩ = 0.752
LUMO (spin up / spin down) = -2.445 / -4.682 eV
Multiplicity = 2
Total charge = +1
Gap between HOMO and LUMO (spin up / spin down) = 8.1 / 6.7 eV



[5]
Here is a 3-piece molecular cluster, C24H57F2N7O5P2S overall from OMol25. Energies are from wB97M-V/def2-TZVPD.

Each line ends with the Mulliken charge.
Cartesian coordinates (Å):
C (2.122, -3.757, -4.001)  -1.063
C (3.295, -3.991, -5.068)  0.843
C (4.556, -4.896, -4.588)  -1.146
C (3.324, -3.454, -6.394)  -0.314
C (2.054, -2.903, -7.197)  -1.095
C (1.836, -1.301, -7.072)  -0.191
C (3.057, -0.468, -7.713)  0.533
C (2.504, 0.356, -9.008)  -1.294
C (3.688, 0.646, -6.723)  -1.074
C (4.204, 0.028, -5.311)  -0.485
N (3.652, 0.778, -4.109)  -0.257
C (2.333, 0.214, -3.674)  1.189
C (1.050, 1.032, -4.175)  0.137
O (0.212, 1.413, -3.311)  -0.499
F (0.729, 1.337, -5.531)  -0.197
S (4.694, 0.530, -2.724)  1.176
O (4.325, 1.433, -1.569)  -0.505
O (6.143, 0.764, -3.033)  -0.599
F (4.453, -1.096, -2.267)  -0.282
H (2.451, -2.975, -3.229)  0.084
H (1.984, -4.754, -3.439)  0.444
H (1.128, -3.406, -4.462)  0.251
H (4.589, -5.805, -5.307)  0.311
H (4.464, -5.262, -3.510)  0.336
H (5.532, -4.296, -4.768)  0.266
H (4.357, -3.462, -6.911)  0.208
H (2.254, -3.097, -8.323)  0.326
H (1.106, -3.481, -6.927)  0.376
H (0.900, -1.071, -7.720)  0.488
H (1.554, -1.001, -6.005)  -0.220
H (3.843, -1.209, -8.122)  0.325
H (3.333, 0.431, -9.816)  0.306
H (2.182, 1.389, -8.615)  0.319
H (1.616, -0.155, -9.523)  0.375
H (4.614, 1.065, -7.285)  0.364
H (2.996, 1.564, -6.582)  0.328
H (3.959, -1.094, -5.207)  0.245
H (5.360, 0.083, -5.359)  0.424
H (2.186, -0.900, -3.966)  -0.359
H (2.279, 0.219, -2.515)  -0.072
O (0.368, -1.133, 2.285)  -0.896
P (0.782, 0.164, 3.007)  0.891
N (0.585, 1.143, 1.614)  0.420
C (1.566, 1.306, 0.561)  -1.373
C (-0.749, 1.062, 1.015)  -1.138
N (2.388, -0.353, 3.311)  0.224
C (3.521, -0.127, 2.444)  -1.100
C (2.493, -1.686, 3.907)  -1.198
N (1.226, 1.651, 3.866)  0.053
C (0.557, 2.928, 3.627)  -0.858
C (1.649, 1.531, 5.263)  -1.118
H (1.206, 1.984, -0.221)  0.468
H (1.822, 0.355, 0.083)  0.267
H (2.466, 1.793, 0.936)  0.384
H (-1.517, 1.027, 1.796)  0.227
H (-0.859, 0.171, 0.386)  0.350
H (-0.962, 1.947, 0.406)  0.359
H (3.394, -0.602, 1.466)  0.349
H (4.446, -0.529, 2.878)  0.352
H (3.720, 0.940, 2.326)  0.248
H (2.436, -2.475, 3.149)  0.342
H (1.689, -1.851, 4.631)  0.353
H (3.434, -1.798, 4.459)  0.372
H (0.938, 3.399, 2.718)  0.242
H (0.738, 3.653, 4.427)  0.489
H (-0.526, 2.803, 3.540)  0.169
H (2.674, 1.893, 5.368)  0.285
H (1.617, 0.500, 5.619)  0.348
H (1.013, 2.101, 5.950)  0.472
O (-5.205, 2.479, 6.447)  -0.873
P (-5.543, 1.868, 5.074)  0.911
N (-6.907, 1.003, 5.646)  0.264
C (-6.866, -0.289, 6.301)  -1.069
C (-7.907, 1.842, 6.309)  -1.165
N (-4.090, 0.963, 4.966)  0.263
C (-3.912, -0.398, 5.417)  -1.042
C (-2.877, 1.729, 5.251)  -0.845
N (-5.918, 1.226, 3.464)  0.110
C (-7.287, 1.088, 2.971)  -1.034
C (-4.994, 1.541, 2.371)  -1.156
H (-7.871, -0.633, 6.571)  0.349
H (-6.265, -0.270, 7.215)  0.277
H (-6.497, -1.060, 5.624)  0.281
H (-8.021, 2.793, 5.777)  0.370
H (-7.630, 2.061, 7.347)  0.328
H (-8.891, 1.362, 6.305)  0.335
H (-4.072, -0.499, 6.496)  0.340
H (-2.899, -0.762, 5.207)  0.237
H (-4.563, -1.082, 4.871)  0.285
H (-2.689, 1.807, 6.328)  0.338
H (-2.954, 2.743, 4.845)  0.390
H (-2.000, 1.272, 4.776)  -0.026
H (-7.757, 0.191, 3.383)  0.254
H (-7.333, 0.966, 1.884)  0.505
H (-7.894, 1.961, 3.226)  0.294
H (-4.574, 0.616, 1.969)  0.284
H (-4.167, 2.174, 2.697)  0.247
H (-5.477, 2.084, 1.550)  0.561

Output
LUMO = -0.611 eV
Total charge = 0
Gap between HOMO and LUMO = 7.2 eV



no.,maximum force (eV/A),molar mass (g/mol)
1,1.3,87.1
2,1.3,413.1
3,2.8,74.0
4,0.9,778.9
5,7.2,655.8